Record 1
The following is a quantum chemistry calculation of a structure of composition C21H12Cl5IrN4OS2, from the OMol25 dataset.

LUMO energy (alpha / beta) (eV): 2.18 / 2.18
Total charge: -1
⟨S²⟩: 0.75
ΔE to the lowest compared entry with this formula, charge and spin (kJ/mol): 8.0
Multiplicity: 2
Energy (Eh): -4303.4831
Frontier orbital gap (alpha / beta) (eV): 6.30 / 6.06

```
46
Properties=species:S:1:pos:R:3:forces:R:3
Ir -0.339905 1.169037 1.631280 -0.58 -0.84 0.41
N 0.873466 2.033621 5.702403 0.06 -0.03 0.03
C 0.782259 1.606007 4.398320 0.02 -0.31 -0.01
S 0.115159 2.766243 3.265686 0.68 0.20 0.09
N 1.241614 0.418398 4.123093 -0.13 0.45 -0.33
N 1.181508 0.189714 2.745130 -0.59 -0.13 0.32
C 1.991863 -0.671477 2.267137 0.28 0.18 -0.23
C 2.272370 -0.832576 0.841806 -0.24 -0.04 0.26
C 3.064810 -1.923170 0.473580 0.02 -0.09 -0.12
C 3.462649 -2.146032 -0.831664 -0.06 0.07 0.08
C 3.064992 -1.218726 -1.799287 0.01 0.01 -0.07
C 2.308627 -0.117396 -1.467780 0.05 0.02 0.02
C 1.879358 0.139131 -0.137720 0.13 -0.07 0.05
O 1.185634 1.200069 0.097800 0.04 0.10 0.13
H 0.175015 2.707055 5.969256 -0.03 -0.02 0.00
H 1.014119 1.282858 6.360273 0.02 0.01 0.02
H 2.582043 -1.255329 2.973378 0.10 0.13 0.01
H 3.376720 -2.611696 1.253773 -0.01 0.00 0.01
H 4.072280 -3.001378 -1.090873 0.01 0.00 0.00
H 3.358739 -1.363214 -2.833798 -0.01 0.00 0.00
H 2.005733 0.602976 -2.218123 0.02 0.00 -0.01
Cl 0.387365 4.183161 0.446901 -0.03 -0.06 -0.06
C -1.188265 3.579583 0.035589 -0.01 0.02 -0.09
C -1.607066 2.306068 0.478211 -0.09 0.28 -0.16
C -2.889599 1.953439 0.023015 -0.02 -0.07 0.02
Cl -3.586257 0.403971 0.418614 -0.04 0.04 0.04
C -3.693468 2.777229 -0.767920 -0.02 -0.01 -0.01
Cl -5.266734 2.270551 -1.287291 0.02 0.00 0.00
C -3.237005 4.027197 -1.154867 0.01 0.03 -0.01
Cl -4.219235 5.064817 -2.129306 0.01 -0.02 0.02
C -1.970047 4.426091 -0.750309 -0.02 0.01 -0.01
Cl -1.392456 5.980686 -1.246007 -0.01 -0.02 0.01
N -0.821387 -0.549511 0.571721 0.40 0.41 -0.53
C -0.804129 -1.295512 -0.295238 0.04 -0.19 0.15
C -0.748130 -2.203816 -1.402393 -0.12 0.10 0.12
C -1.496673 -1.913342 -2.540963 0.02 -0.07 -0.03
C -1.426955 -2.770481 -3.625623 0.00 0.01 0.02
C -0.618617 -3.898735 -3.566863 -0.01 -0.02 -0.05
C 0.127939 -4.176228 -2.430146 0.00 0.03 0.04
C 0.069112 -3.327428 -1.337200 0.02 -0.02 -0.06
H -2.111854 -1.023735 -2.563326 -0.02 -0.01 0.01
H -2.000952 -2.555456 -4.517017 0.00 -0.01 -0.01
H -0.566132 -4.564721 -4.418968 0.00 0.00 0.00
H 0.765866 -5.049278 -2.396386 0.00 0.00 -0.01
H 0.664192 -3.507488 -0.452838 0.01 0.01 0.01
S -2.038564 0.888825 3.184937 0.07 -0.09 -0.08
```
Positions in Å, forces in eV/Å.

Record 2
The following is a quantum chemistry calculation of a structure of composition C21H14CdClF4N4O5, from the OMol25 dataset.

LUMO energy (eV): -1.51
Total charge: -1
ΔE to the lowest compared entry with this formula, charge and spin (kJ/mol): 170.5
Energy (Eh): -2430.9292
Frontier orbital gap (eV): 3.19

```
50
Properties=species:S:1:pos:R:3:forces:R:3
Cd -0.075058 -0.412409 0.228303 -0.13 -1.40 -0.19
C -0.092019 -2.613039 -1.479120 0.02 -0.04 -0.18
C 1.102228 -1.889120 -1.163450 -0.14 0.47 0.00
C 1.298964 -0.935255 -2.223045 0.07 -0.01 0.01
C 0.264126 -1.084827 -3.137254 0.00 -0.08 0.06
C -0.593429 -2.115338 -2.677377 0.02 0.03 0.03
H -0.503302 -3.415958 -0.885948 -0.05 0.02 0.02
H 1.853953 -2.178359 -0.439721 0.00 -0.05 -0.01
H 2.142633 -0.263931 -2.311001 0.00 -0.01 0.03
H 0.119359 -0.491988 -4.029345 -0.01 0.02 -0.01
H -1.511813 -2.428635 -3.155013 0.01 -0.02 0.01
O 2.402076 2.377982 1.986672 -0.05 -0.05 -0.02
Cl 1.524324 1.245923 2.127403 0.05 0.13 -0.08
O 1.427708 0.825149 3.480752 0.02 0.09 -0.04
O 1.987224 0.149319 1.273532 0.17 0.33 0.33
O 0.190816 1.616929 1.610021 0.29 0.17 0.08
C -2.968096 -1.761619 3.239336 0.05 0.01 -0.01
C -2.629722 -1.167641 1.866756 -0.04 0.08 -0.06
C -3.014355 0.323784 1.862294 0.00 -0.02 0.07
C -3.435958 -1.895788 0.782613 -0.02 0.00 0.04
O -1.268928 -1.345874 1.650945 0.01 0.12 0.06
H -4.042754 -1.737336 3.442524 0.00 0.00 0.00
H -2.446409 -1.202616 4.018708 0.00 0.00 0.00
H -2.622064 -2.795889 3.274221 -0.01 -0.01 0.00
H -3.979338 0.498625 2.346635 -0.03 0.00 -0.05
H -3.086910 0.702970 0.838126 0.05 -0.01 -0.01
H -2.249962 0.891099 2.397194 -0.01 -0.01 0.03
H -4.512279 -1.724715 0.888940 0.00 -0.01 -0.01
H -3.242417 -2.969133 0.836296 0.01 0.00 -0.01
H -3.121107 -1.547859 -0.204612 0.00 0.01 -0.01
F 1.345364 2.595627 -1.287452 -0.15 -0.18 -0.02
C 1.236666 3.711183 -0.594130 -0.15 0.13 0.09
C 2.340939 4.434450 -0.372146 0.01 0.08 0.13
F 3.501742 3.992500 -0.827250 -0.03 0.02 -0.01
C 2.330143 5.687408 0.364330 -0.03 -0.03 -0.02
C 1.018536 6.082485 0.856768 0.11 -0.05 -0.02
C -0.090781 5.376265 0.610884 -0.06 -0.08 -0.06
F -1.246128 5.805533 1.100600 0.09 0.02 -0.03
C -0.083660 4.130766 -0.141122 0.02 -0.02 -0.06
C -1.222669 3.423498 -0.382745 0.15 -0.07 0.15
C -1.209982 2.085291 -0.901371 -0.09 0.23 -0.12
N -1.281374 0.987532 -1.239594 -0.09 0.35 -0.11
C -2.539450 3.870538 -0.017498 0.12 -0.12 0.03
N -3.619218 4.164886 0.238347 -0.04 0.03 -0.06
F 0.925754 7.191496 1.578313 0.00 0.02 0.00
C 3.447580 6.438991 0.559852 0.02 0.01 0.02
C 3.459219 7.684400 1.282804 0.02 -0.16 -0.05
N 3.561474 8.680769 1.844453 0.00 0.02 -0.01
C 4.748550 6.094350 0.048089 -0.15 0.06 0.06
N 5.816298 5.923458 -0.338050 0.02 0.00 0.00
```
Positions in Å, forces in eV/Å.

Record 3
The following is a quantum chemistry calculation of a structure of composition C21H14CeIN8O5S, from the OMol25 dataset.

LUMO energy (alpha / beta) (eV): -5.95 / -5.96
Total charge: +1
ΔE to the lowest compared entry with this formula, charge and spin (kJ/mol): 66.7
Energy (Eh): -2793.6842
Frontier orbital gap (alpha / beta) (eV): 5.17 / 5.15

```
51
Properties=species:S:1:pos:R:3:forces:R:3
Ce 9.880599 10.365074 9.913662 -1.37 1.69 0.85
O 6.963492 15.971434 8.385004 1.41 -2.78 0.66
C 7.493444 14.881277 8.569041 0.02 2.04 -1.35
C 6.840950 13.479081 8.527772 -0.92 -0.02 -0.56
O 5.779563 13.142196 8.027055 1.43 0.44 0.78
C 7.872350 12.616169 9.154781 0.22 1.15 0.76
C 9.077981 13.299788 9.422407 -0.77 -0.48 -1.24
O 10.062787 12.730520 9.991969 0.71 -1.83 0.93
C 9.092154 14.576810 8.782328 -1.00 3.70 0.04
O 9.993998 15.399689 8.577914 -1.38 -2.06 0.16
O 7.706909 11.446879 9.614502 1.13 -2.18 0.04
N 12.519984 12.583041 6.596737 -1.41 -1.54 1.17
C 11.506375 12.673333 7.511739 0.69 0.59 0.56
N 11.352846 11.480480 8.094324 0.29 -0.03 0.21
C 12.327262 10.688613 7.543167 -1.65 0.85 0.00
N 12.958889 11.275983 6.590394 1.67 1.50 -1.01
C 12.571067 9.322791 7.964654 0.60 -0.92 -0.87
C 13.680336 8.675725 7.420929 1.01 1.42 -0.30
N 13.943627 7.439813 7.712802 0.78 -0.89 -0.53
C 13.104145 6.768432 8.469845 -0.36 -1.21 0.29
C 11.989360 7.366587 9.035266 0.71 1.00 -0.32
N 11.749191 8.673315 8.780902 -0.64 0.24 0.57
H 12.927320 13.274057 5.958146 -0.40 -0.47 0.46
H 11.026309 13.604611 7.931734 0.66 -0.93 -1.12
H 14.434983 9.230216 6.811845 -0.91 -0.47 0.46
H 13.337987 5.694809 8.597585 -0.30 0.75 0.20
H 11.375411 6.847653 9.738256 -0.51 -0.07 0.21
I 7.191559 10.319700 4.775462 0.45 0.24 -0.56
C 7.458993 9.650075 6.694863 -0.97 -0.47 0.34
C 6.252608 9.597134 7.445662 0.78 0.81 -0.23
C 6.204761 8.930107 8.646254 -1.10 0.35 0.78
C 7.381472 8.428926 9.124213 2.12 -0.11 0.58
N 8.565287 8.682783 8.504336 0.14 -1.15 0.69
C 8.633738 9.158443 7.239453 -2.99 -0.01 1.15
H 5.441854 10.197126 7.060074 -0.38 -0.32 0.11
H 5.352793 8.927431 9.360088 0.33 -0.17 -1.14
H 7.465032 7.850800 10.077992 -0.12 0.86 -0.82
H 9.486829 8.940127 6.683156 1.68 0.36 -0.68
C 8.841410 13.203620 13.128827 -1.12 1.35 -1.71
C 9.640919 12.022716 13.312659 2.77 -0.70 1.60
C 10.304180 11.920025 14.555072 -0.56 -1.58 -0.75
C 11.028309 10.706674 14.759710 -0.01 2.09 0.71
N 10.989719 9.705076 13.922485 -0.26 -0.47 -0.86
C 10.287716 9.871721 12.783244 0.39 -0.55 1.45
S 9.842014 8.378820 11.932520 0.41 1.47 -1.12
N 9.812398 11.055979 12.370332 -0.86 -0.65 -0.29
H 8.582653 13.556138 14.125395 -0.30 0.28 -0.31
H 7.953680 12.897388 12.547834 0.06 0.50 0.32
H 9.344428 14.025962 12.552693 -0.29 -0.76 0.51
H 10.113155 12.677079 15.333932 0.45 -0.59 -0.50
H 11.668342 10.622773 15.649540 -0.34 -0.24 -0.36
```
Positions in Å, forces in eV/Å.

Record 4
The following is a quantum chemistry calculation of a structure of composition C21H14Cl2F6N3O6S3Sr, from the OMol25 dataset.

LUMO energy (eV): 2.40
Total charge: -1
ΔE to the lowest compared entry with this formula, charge and spin (kJ/mol): 282.0
Energy (Eh): -4169.4159
Frontier orbital gap (eV): 6.56

```
56
Properties=species:S:1:pos:R:3:forces:R:3
Sr -0.986724 1.803973 -0.294693 -5.12 -6.35 1.99
F 3.432709 3.442189 -1.800755 0.30 0.01 -0.17
C 2.365161 3.159893 -2.528975 -0.55 0.33 0.38
F 2.192062 4.074787 -3.474899 0.28 -0.10 -0.11
F 2.466912 1.958026 -3.059133 0.29 -0.18 -0.27
S 0.889735 3.139071 -1.447035 2.27 1.85 -1.23
O 1.205641 2.220675 -0.361801 1.90 0.51 -0.67
O -0.216607 2.765989 -2.302684 0.82 0.43 -0.50
N 0.870448 4.645735 -0.959694 -0.40 -0.30 -0.11
S -0.297163 4.942400 0.074766 -0.51 0.49 0.31
O -1.316783 3.892036 0.069982 0.28 3.98 0.59
O -0.714373 6.303281 0.071316 0.12 0.01 -0.40
C 0.517429 4.778305 1.717043 -0.11 -0.02 -0.52
F 1.699140 5.392075 1.666756 0.04 -0.08 0.29
F -0.252243 5.359014 2.619373 0.03 0.01 0.37
F 0.685029 3.497092 2.025925 0.18 0.01 0.24
S -3.857903 1.293642 0.248943 -0.30 0.24 0.23
C -3.407460 1.648320 1.882558 0.28 -0.11 0.08
C -4.365143 1.926129 2.893133 0.02 -0.02 0.01
C -3.963780 2.127996 4.193160 -0.07 0.00 -0.06
C -2.604161 2.059233 4.517052 -0.12 0.02 0.11
C -1.724696 1.820146 3.486385 0.07 -0.08 -0.37
N -2.086857 1.631286 2.208031 -0.15 0.34 0.31
H -5.409671 1.967529 2.604524 0.11 -0.01 0.06
H -4.697956 2.339319 4.967862 0.06 -0.04 -0.11
H -2.249550 2.195802 5.532600 -0.02 -0.01 -0.10
H -0.654709 1.766479 3.687448 -0.11 0.03 -0.07
Cl 2.356443 -1.134093 -1.446114 -0.13 -0.14 -0.04
C 2.263551 -1.979855 0.067516 -0.03 0.02 -0.01
C 2.659372 -1.286337 1.199697 0.01 0.19 -0.06
C 2.703688 -1.906998 2.432428 0.05 0.03 0.14
C 2.359686 -3.245629 2.527414 0.01 -0.04 0.03
C 1.944586 -3.920205 1.397474 -0.07 0.00 -0.05
Cl 1.511533 -5.607850 1.559746 0.02 0.08 -0.01
C 1.848487 -3.317670 0.127540 -0.23 -0.14 -0.23
N 1.420284 -4.088426 -0.949348 -0.05 0.47 -0.08
C 0.727658 -3.751817 -2.154687 -0.06 0.22 0.26
C 1.200777 -4.339321 -3.329095 0.08 0.01 -0.02
C 0.595337 -4.094093 -4.550735 0.03 -0.04 0.05
C -0.490114 -3.230105 -4.611959 -0.04 0.02 -0.01
C -0.990816 -2.682029 -3.441803 -0.03 0.05 -0.02
C -0.429008 -2.953246 -2.191879 0.08 0.03 0.07
C -1.140026 -2.433332 -0.961103 0.10 -0.14 -0.02
C -1.087583 -0.922018 -0.738578 0.04 0.41 -0.25
O -1.437345 -0.182495 -1.707364 0.44 -0.53 0.26
O -0.741497 -0.494016 0.397781 0.24 -0.80 -0.40
H 2.945621 -0.245330 1.092561 -0.07 -0.11 -0.01
H 3.012380 -1.354174 3.314696 -0.06 -0.09 -0.14
H 2.395198 -3.769718 3.474968 -0.01 0.03 -0.09
H 1.622476 -5.060882 -0.847560 -0.03 -0.34 0.05
H 2.068320 -4.990915 -3.268481 -0.03 0.10 -0.01
H 0.976856 -4.567621 -5.449701 0.00 0.05 0.08
H -0.957551 -3.000523 -5.565639 0.05 -0.03 0.13
H -1.851171 -2.019769 -3.469839 0.10 -0.09 0.01
H -0.799343 -2.932353 -0.058937 0.03 -0.06 0.06
H -2.206275 -2.639599 -1.086194 0.01 -0.12 0.05
```
Positions in Å, forces in eV/Å.

Record 5
The following is a quantum chemistry calculation of an isolated molecule of C21H14ClN5OS2, from the OMol25 dataset.

LUMO energy (eV): -0.66
Total charge: 0
ΔE to the lowest compared entry with this formula, charge and spin (kJ/mol): 0.0
SMILES string: Cc1cn2c(/C=C3/C(=O)Nc4cc(Cl)ccc43)c(-c3c(C)nc4sccn34)nc2s1
Energy (Eh): -2414.1885
Frontier orbital gap (eV): 7.01

```
44
Properties=species:S:1:pos:R:3:forces:R:3
C 4.530190 2.634670 -1.332056 -1.77 2.37 -0.20
C 3.090827 2.283249 -1.457680 -0.65 -0.33 1.46
C 2.350328 1.739361 -0.448161 3.72 0.51 0.57
N 1.096975 1.459274 -0.802393 -4.19 -0.19 -0.78
C -0.102525 1.002762 -0.212745 -1.27 -0.76 1.50
C -0.364590 0.783484 1.275621 2.29 -2.63 -0.22
C 0.236367 -0.159229 2.094026 0.52 -0.06 -2.02
C -0.123976 -0.402954 3.533371 -1.14 -1.29 0.53
O -0.877273 0.199110 4.238672 -0.52 1.44 0.40
N 0.381425 -1.652866 3.939613 -0.67 1.73 0.19
C 1.159013 -2.139086 2.921342 0.00 -1.03 1.07
C 1.857727 -3.305683 3.115779 0.61 0.11 -2.05
C 2.688243 -3.620013 2.006179 -0.41 1.11 0.11
Cl 3.611375 -5.007383 2.279346 1.08 -1.20 -0.38
C 2.826641 -2.832251 0.829028 -1.41 -0.41 0.02
C 1.902595 -1.733279 0.679683 1.69 -0.24 1.16
C 1.131599 -1.323172 1.756302 -0.02 -0.13 0.92
C -1.064760 0.979779 -1.236669 -0.09 1.66 -1.36
C -2.500623 0.588447 -1.380906 3.26 -2.38 4.16
C -3.038410 -0.465171 -0.608574 -1.93 1.11 -1.32
C -2.468540 -1.619839 0.128430 1.94 0.55 0.09
N -4.430027 -0.546811 -0.867560 1.62 0.70 -1.21
C -4.567270 0.369336 -1.822011 -3.41 -1.76 1.14
S -5.956738 0.785240 -2.815876 0.70 0.47 -0.06
C -5.002787 2.068558 -3.556767 1.94 -0.25 1.12
C -3.726819 2.165759 -3.048763 -2.61 -2.28 0.36
N -3.516487 1.093605 -2.096129 1.28 3.31 -2.32
N -0.519655 1.561719 -2.382347 0.37 0.00 -0.06
C 0.709529 1.845325 -2.084001 1.99 0.13 -0.24
S 2.178774 2.585339 -2.922437 -1.69 -1.04 1.16
H 4.961911 2.392124 -2.236776 1.46 -0.51 -1.88
H 5.017635 2.151474 -0.553614 0.71 -1.04 1.46
H 4.648001 3.730240 -1.190949 0.00 -0.54 -0.07
H 2.835064 1.493334 0.536624 -1.08 0.16 -1.10
H -1.178114 1.237519 1.764962 -0.97 1.15 0.14
H 0.217591 -2.018232 4.909118 0.43 0.55 -1.74
H 1.763450 -3.947175 4.016973 0.24 0.65 -0.87
H 3.498709 -3.156059 -0.021435 -0.89 0.46 1.32
H 2.019423 -1.037521 -0.120595 -0.07 -0.01 -0.86
H -1.331586 -1.593436 0.183669 -1.43 0.10 0.02
H -2.883174 -1.679138 1.142268 0.07 -0.26 -0.33
H -2.722236 -2.461010 -0.506692 -0.16 -0.52 0.42
H -5.348816 2.671044 -4.368609 -0.40 0.22 -0.08
H -2.988986 2.879557 -3.277259 0.88 0.38 -0.19
```
Positions in Å, forces in eV/Å.